No. 1
Molecular formula: C7H12
Method: DFT, ωB97M-V/def2-TZVPD

Properties
ΔE to the lowest compared entry with this formula, charge and spin (kJ/mol): 407.3
Highest occupied orbital energy (eV): -7.91
M (g/mol): 96.173
LUMO (Eh): 0.0210
Orbital gap (Ha): 0.31185

Geometry (Å):
C (-1.54013, 1.09566, -1.81707)
C (-1.04276, 1.00279, -0.37527)
C (-1.13474, -0.27671, 0.33125)
C (1.24150, -1.30131, -0.55218)
C (1.10449, -1.14029, 0.96100)
C (1.15722, 0.19961, 1.63212)
C (-0.18771, -0.47968, 1.44304)
H (-1.76424, 2.13382, -2.08668)
H (-2.43715, 0.48666, -1.95548)
H (-0.77921, 0.73816, -2.52207)
H (-0.17251, 1.66027, -0.20757)
H (-1.84411, 1.38763, 0.30629)
H (0.25116, -1.25743, -1.02536)
H (1.85594, -0.50843, -0.98377)
H (1.65974, -2.27219, -0.83720)
H (1.48627, -1.96657, 1.55897)
H (1.52419, 0.24308, 2.65644)
H (1.43443, 1.06825, 1.03868)
H (-0.63553, -0.95122, 2.31559)

Force components x, y, z for each atom (eV/Å):
-0.1 0.0 0.0
0.1 -0.1 0.0
0.2 0.2 0.1
-0.1 0.1 -0.1
0.0 -0.1 0.0
0.1 0.2 0.0
-0.3 0.0 0.1
0.0 -0.2 0.1
0.1 0.1 0.0
-0.1 0.0 0.2
-0.1 -0.2 0.0
0.0 0.1 0.0
0.3 -0.1 -0.1
0.1 -0.1 0.0
0.1 0.2 0.2
-0.3 0.1 -0.1
0.0 -0.1 -0.2
-0.2 -0.2 0.0
0.1 0.0 -0.1

No. 2
Molecular formula: C9H7BiCl2LaNO3
Method: DFT, ωB97M-V/def2-TZVPD

Properties
ΔE to the lowest compared entry with this formula, charge and spin (kJ/mol): 35.9
Highest occupied orbital energy (eV): -21.26
M (g/mol): 595.951
LUMO (Eh): -0.5743
Charge: +4
Orbital gap (Ha): 0.20712

Geometry (Å):
La (0.13324, -1.43877, -5.62814)
Bi (-0.68251, 0.17401, -1.23867)
Cl (-1.33671, 0.50306, -4.75779)
Cl (0.95114, -1.65117, -1.83527)
C (-1.58482, -1.74834, -0.16189)
C (-0.37656, 0.15438, -7.35197)
C (-0.03257, -2.28708, -8.01400)
O (-1.14766, -2.79759, 0.05509)
O (-0.70592, 0.67962, -8.33253)
O (-0.14596, -2.46893, -9.17492)
C (0.80147, 1.32868, 5.26925)
C (0.48213, 0.89962, 3.83638)
C (1.41603, 0.38191, 2.92410)
C (1.09706, 0.10612, 1.57770)
N (-0.07732, 0.47605, 1.04336)
C (-1.06836, 0.70276, 1.94852)
C (-0.79424, 1.01563, 3.28282)
H (1.09630, 0.42713, 5.84568)
H (1.62089, 2.07814, 5.38416)
H (-0.12751, 1.75559, 5.72460)
H (2.38553, 0.15900, 3.32136)
H (1.75507, -0.36928, 0.86922)
H (-2.04838, 0.60684, 1.46625)
H (-1.61034, 1.31262, 3.94668)

Force components x, y, z for each atom (eV/Å):
0.7 -0.9 3.2
1.0 0.4 1.8
0.3 -0.6 0.3
-0.6 1.2 -0.3
2.2 -5.7 1.0
-1.9 4.3 -7.1
-0.9 -2.1 -9.5
-2.8 4.6 -0.5
1.5 -2.2 5.0
0.8 1.1 7.7
-0.8 -0.2 -0.1
0.6 0.9 -0.4
-0.2 -0.6 -0.7
1.4 0.8 0.8
-0.7 -1.5 -0.1
-0.6 1.0 -0.2
-1.5 -0.3 -0.4
-0.1 0.4 -0.2
-0.5 -0.6 -0.5
0.9 -0.4 -0.3
0.6 -0.3 -0.3
0.7 0.2 0.3
-0.1 0.7 0.9
0.0 -0.2 -0.4

No. 3
Molecular formula: C4H5NO
Method: DFT, ωB97M-V/def2-TZVPD

Properties
ΔE to the lowest compared entry with this formula, charge and spin (kJ/mol): 142.5
Highest occupied orbital energy (eV): -9.65
M (g/mol): 83.090
LUMO (Eh): 0.0339
Orbital gap (Ha): 0.38859

Geometry (Å):
C (-1.50697, -0.14907, 0.12975)
C (-0.01854, -0.02125, 0.00604)
C (0.78503, 1.15621, 0.02035)
N (2.05785, 0.89917, -0.12490)
O (2.14459, -0.46503, -0.23981)
C (0.91511, -0.99199, -0.16120)
H (-1.79498, -0.62959, 1.07017)
H (-1.98925, 0.83184, 0.09938)
H (-1.92194, -0.74735, -0.68763)
H (0.46982, 2.18667, 0.12813)
H (0.85929, -2.06963, -0.24028)

Force components x, y, z for each atom (eV/Å):
-0.1 0.0 0.0
0.2 -0.1 -0.1
0.1 0.0 0.0
-0.4 0.2 0.1
0.0 -0.2 0.0
-0.1 0.0 0.0
0.1 0.1 -0.1
0.1 -0.1 0.0
0.1 0.1 0.1
0.0 -0.1 0.0
0.0 0.2 0.0

No. 4
Molecular formula: C10H17Cl2FHfO2
Method: DFT, ωB97M-V/def2-TZVPD

Properties
ΔE to the lowest compared entry with this formula, charge and spin (kJ/mol): 0.0
Highest occupied orbital energy (eV): 1.06
M (g/mol): 437.638
LUMO (Eh): 0.1786
Charge: -2
Orbital gap (Ha): 0.13960

Geometry (Å):
C (-0.28892, -0.83560, -1.12116)
C (0.84067, -0.09557, -1.54309)
C (0.70260, 1.24016, -1.07655)
C (1.97484, -0.61940, -2.32583)
C (-0.53257, 1.33424, -0.38143)
C (-1.15927, 0.05663, -0.43196)
C (-2.41279, -0.34731, 0.26191)
C (-0.49253, -2.27519, -1.32003)
C (1.65554, 2.33392, -1.32863)
C (-1.07225, 2.55085, 0.24563)
Hf (0.31034, -1.26570, 2.99593)
Cl (3.12467, -0.09599, 0.90885)
Cl (1.02843, -3.03645, 1.45315)
O (0.00479, 0.62322, 2.62114)
H (2.15269, -1.68028, -2.11467)
H (2.90019, -0.08500, -2.07937)
H (1.77913, -0.51169, -3.40021)
H (2.69755, 2.05467, -1.11158)
H (1.41267, 3.20537, -0.70925)
H (1.57707, 2.63044, -2.38621)
H (-0.28065, 3.12706, 0.75015)
H (-1.86013, 2.31150, 0.97550)
H (-1.53519, 3.22136, -0.50073)
H (-2.97878, 0.55632, 0.57337)
H (-2.16997, -0.94131, 1.17650)
H (-3.06999, -0.96766, -0.40036)
H (0.45563, -2.80377, -1.18351)
H (-0.86062, -2.52035, -2.33303)
H (-1.22922, -2.67813, -0.61171)
H (-0.50173, 1.44585, 2.94881)
O (-1.39072, -1.90580, 3.41060)
H (-1.95314, -2.71308, 3.30242)
F (1.17165, -1.31333, 4.73537)

Force components x, y, z for each atom (eV/Å):
0.1 1.6 0.2
-0.9 0.7 0.8
-1.1 -1.3 0.1
0.4 -0.1 -0.1
0.5 -1.2 -0.9
0.9 0.2 -0.2
-0.3 -0.2 0.2
-0.3 -0.7 -0.4
0.3 0.4 -0.2
-0.3 0.6 0.1
3.0 1.8 -2.2
0.1 -0.2 0.8
-0.2 0.0 0.8
-1.4 1.7 1.6
0.0 0.0 -0.1
-0.1 -0.1 -0.1
0.2 -0.1 -0.3
-0.2 0.0 0.0
0.1 0.0 -0.1
0.3 0.3 0.0
-0.2 0.0 0.1
0.2 0.1 0.0
0.0 0.2 0.2
0.1 -0.6 0.0
-0.6 0.2 -0.4
0.3 0.4 0.5
-0.2 -0.2 0.0
0.0 -0.1 0.0
0.2 -0.1 0.0
1.4 -2.3 -1.1
-3.1 -2.3 0.6
1.0 1.5 0.1
0.0 -0.2 0.1

No. 5
Molecular formula: C7H10ClFN2O4
Method: DFT, ωB97M-V/def2-TZVPD

Properties
ΔE to the lowest compared entry with this formula, charge and spin (kJ/mol): 314.0
Highest occupied orbital energy (spin up / spin down) (eV): -9.70 / -9.69
M (g/mol): 240.618
LUMO (spin up / spin down) (Eh): -0.1591 / -0.1591
Orbital gap (spin up / spin down) (Ha): 0.19741 / 0.19712

Geometry (Å):
C (2.39155, 0.48960, -1.49557)
C (-1.67929, 1.47132, -1.35759)
C (-0.10033, 1.39148, -1.24699)
C (-1.14951, -0.51921, 1.35524)
C (-0.86371, -2.05390, 1.53068)
C (0.32656, 0.18159, -0.31008)
C (1.75287, 0.02469, -0.44019)
N (2.86456, 0.62358, -2.56041)
N (2.63546, -0.29790, 0.67733)
O (3.69896, 0.21418, 0.66612)
O (2.20150, -1.12395, 1.51548)
O (-0.06428, 0.32409, 0.97803)
O (-0.63784, -2.70818, 0.38902)
F (-1.86434, -2.71301, -0.41103)
Cl (1.72089, 2.55992, 1.24312)
H (-2.00017, 1.48352, -0.33971)
H (-2.08811, 0.77165, -2.00858)
H (-2.08408, 2.43383, -1.81242)
H (0.28938, 1.21525, -2.20797)
H (0.12412, 2.20078, -0.64601)
H (-1.48436, -0.10932, 2.27246)
H (-1.95890, -0.42815, 0.56292)
H (-1.70166, -2.41656, 2.15543)
H (-0.09986, -2.39560, 2.23288)
H (-0.22943, -0.61970, -0.74218)

Force components x, y, z for each atom (eV/Å):
3.2 0.6 -6.0
1.6 2.4 -0.1
-3.7 -1.7 0.3
-0.1 -0.9 -1.3
-1.6 2.2 2.7
-0.6 0.5 -0.9
-1.6 1.3 4.5
-0.7 0.1 1.9
-1.6 -2.5 1.9
1.5 0.3 0.1
0.7 1.4 -1.6
-0.4 -0.4 0.9
0.2 -1.6 -2.3
0.6 0.2 0.7
0.1 -0.7 -0.7
-0.9 -0.4 0.5
-0.8 -1.9 -0.6
1.1 -0.8 0.6
0.9 0.5 -1.0
1.5 2.0 0.6
-0.5 0.3 0.9
0.7 -0.2 1.1
-0.5 -0.2 -0.8
0.9 0.6 -0.5
-0.1 -1.2 -0.8

No. 6
Molecular formula: C2NO5
Method: DFT, ωB97M-V/def2-TZVPD

Properties
ΔE to the lowest compared entry with this formula, charge and spin (kJ/mol): 343.1
Highest occupied orbital energy (spin up / spin down) (eV): -5.46 / -5.46
M (g/mol): 118.024
LUMO (spin up / spin down) (Eh): 0.0982 / 0.0982
Charge: -1
Orbital gap (spin up / spin down) (Ha): 0.29874 / 0.29877

Geometry (Å):
O (-1.97214, -0.82354, 1.05255)
C (-1.30323, -0.31006, 0.16988)
O (-1.43477, -0.29144, -1.06838)
C (0.03610, 0.42040, 0.22877)
O (-0.13297, 1.76665, 0.74515)
N (1.28549, -0.02903, -0.30890)
O (2.07170, -0.26544, 0.63768)
O (1.44982, -0.46753, -1.45674)

Force components x, y, z for each atom (eV/Å):
0.7 0.8 0.3
0.1 -2.2 -0.6
-0.2 0.6 -0.6
-3.2 9.5 4.1
2.0 -8.1 -3.5
1.7 -3.1 0.0
-0.7 0.9 -1.4
-0.4 1.6 1.8